No. 1
This record from the Open Molecules 2025 dataset describes a structure of composition C30H55Cl2N2O3P2Si4Ta. The level of theory is ωB97M-V/def2-TZVPD.

Results
relative energy (zero: lowest compared OMol25 entry of this formula, charge and spin)	664.3	kJ/mol
orbital gap	3.6	eV
LUMO level	-2.54	eV

Each line ends with the Mulliken charge.
Atoms and positions in Å:
H -4.41 4.18 0.55  0.39
H 2.81 -5.75 -4.21  0.31
H 4.37 2.13 -2.48  0.47
H 2.33 1.70 3.11  0.04
H 1.98 -3.42 -5.77  0.36
H 3.85 -2.73 2.11  0.28
H -2.38 1.57 5.78  0.42
C 1.04 1.54 -2.12  -0.84
C -3.59 0.50 3.28  -1.18
H -1.41 3.39 -1.47  0.38
H 4.01 1.37 2.70  0.27
H 3.28 0.57 4.07  0.41
H -0.25 4.73 1.07  0.27
Si -2.42 2.74 0.62  -0.16
H 1.26 0.78 -2.86  -0.15
H -2.48 -2.41 0.61  0.27
H -4.57 1.49 0.77  0.41
H 4.92 -3.61 -2.04  0.46
H -0.37 -2.84 4.32  0.22
H 4.92 -1.37 2.52  0.41
H -2.55 3.09 4.86  0.27
H 0.35 -3.40 -4.80  0.32
C -3.35 4.36 0.77  -1.37
C -0.56 -0.12 3.34  -0.85
H -3.69 -0.35 2.61  0.28
C 1.65 -1.67 -4.66  -0.29
H -2.19 3.16 -5.72  0.37
P -0.35 -1.08 1.78  1.58
Si 2.53 1.46 -0.88  -0.17
O 2.21 -1.49 -2.99  0.05
H -3.93 1.57 -0.88  0.52
Cl 0.10 -2.67 -1.67  -0.29
H -1.84 -4.69 5.02  0.38
C -1.38 -2.52 2.41  0.39
H -3.53 1.15 -6.38  0.36
H 1.01 2.51 -2.63  0.49
Cl 2.49 -4.10 -0.15  -0.33
H 1.85 3.18 0.86  -0.11
H -0.14 3.18 -0.28  -0.05
H 0.76 -1.05 -4.70  0.17
H -3.99 -4.41 1.26  0.39
C -3.18 -4.06 1.91  -0.64
C -1.17 -3.15 3.65  -0.53
H 3.23 1.07 -3.27  0.24
C -1.60 2.29 -3.81  -0.58
H -3.28 4.80 1.77  0.34
C -3.12 0.06 -4.56  -0.66
H 4.64 -1.78 0.85  0.04
H 4.76 -2.08 -1.13  0.19
P -0.56 1.09 -1.40  1.13
O 2.19 -3.89 -3.78  -0.19
C -0.46 3.23 2.59  0.26
H -3.80 0.17 4.31  0.45
Ta 2.27 -3.02 -2.05  0.73
H 2.61 3.99 -0.52  0.41
C -1.93 2.21 5.02  -1.25
C 2.65 3.11 0.12  -0.96
H -3.25 0.40 0.26  -0.03
H 4.44 0.40 -2.19  0.25
C -2.40 -2.96 1.55  -0.10
H 0.43 0.29 3.57  0.28
O 0.41 2.76 3.32  -0.64
H 0.42 5.13 2.68  0.42
H -3.72 -0.80 -4.89  0.41
C -1.97 -4.23 4.04  -0.84
C 1.42 -3.13 -4.88  -0.36
H 4.77 -2.06 -2.91  0.32
H -2.59 -0.72 -2.60  0.38
Si -1.87 1.21 3.43  -0.21
C -2.95 -4.69 3.14  -0.42
C 4.45 -2.62 -2.01  -1.32
C -2.25 2.29 -5.05  -0.82
C 4.17 -1.72 1.82  -0.88
H -2.97 5.08 0.05  0.37
H 1.08 -5.66 -3.56  0.31
C 3.77 1.24 -2.34  -1.16
C -3.00 1.17 -5.42  -0.38
H -0.81 -0.79 4.18  0.34
H -0.94 2.52 5.33  0.32
C 2.11 -5.31 -3.50  -0.63
C -2.47 0.10 -3.32  -0.10
N 2.43 0.51 0.51  0.77
C 1.31 -1.74 2.30  -0.91
C 3.08 0.91 3.06  -0.91
H 2.50 -5.43 -2.47  0.41
H -4.33 1.27 3.01  0.27
H 1.26 -2.07 3.33  0.40
C -1.06 2.73 -0.68  -0.50
H 3.59 3.18 0.67  0.37
H -3.56 -5.55 3.42  0.35
N -1.56 2.47 2.18  1.17
Si 2.71 -0.52 1.86  -0.09
H -1.04 3.18 -3.50  0.22
C -1.63 1.17 -2.97  0.50
C -0.41 4.66 2.16  -1.41
C -3.66 1.41 0.16  -1.06
H 1.39 -2.63 1.67  0.08
H 2.48 -1.30 -5.24  0.39
H -1.35 5.16 2.41  0.29

No. 2
This record from the Open Molecules 2025 dataset describes a cluster of 2 separate species, C4H12N3 in total. The level of theory is ωB97M-V/def2-TZVPD.

Results
relative energy (zero: lowest compared OMol25 entry of this formula, charge and spin)	174.6	kJ/mol
orbital gap	10.0	eV
LUMO level	-3.47	eV
total charge	+1

Each line ends with the natural charge from an NBO analysis.
Atoms and positions in Å:
H -1.03 -1.25 -3.07  0.27
H 0.68 2.92 1.77  0.26
H 2.25 -0.85 -1.08  0.42
H -0.94 2.31 1.14  0.23
C 0.44 0.85 1.70  0.36
H 1.39 0.37 1.73  0.22
N -0.40 0.42 2.68  -0.72
N 1.38 -1.07 -1.60  -0.78
H 1.52 -1.94 -2.19  0.41
H -1.26 -0.43 0.00  0.37
H -1.31 0.88 2.91  0.44
N -0.26 -0.22 -0.19  -0.76
H -0.11 -0.48 3.08  0.43
H 0.47 2.22 0.14  0.26
C 0.13 -0.97 -1.18  0.50
H -0.46 -2.83 -2.11  0.23
C -0.87 -1.77 -2.08  -0.70
H -1.87 -1.96 -1.64  0.24
C 0.20 2.22 1.13  -0.66

No. 3
This record from the Open Molecules 2025 dataset describes an isolated molecule of C3H6ClNO. The level of theory is ωB97M-V/def2-TZVPD.

Results
relative energy (zero: lowest compared OMol25 entry of this formula, charge and spin)	147.5	kJ/mol
orbital gap	10.1	eV
LUMO level	0.78	eV
SMILES	N[C@H]1[C@@H](O)[C@H]1Cl

Each line ends with the natural charge from an NBO analysis.
Atoms and positions in Å:
H -1.74 0.01 1.26  0.19
C -0.78 0.27 0.76  0.08
H -1.74 0.47 -1.22  0.23
O 0.06 0.95 1.62  -0.69
N 1.31 -0.66 -0.16  -0.85
H 1.65 -1.53 0.24  0.38
Cl 0.16 1.92 -1.34  -0.02
H -0.65 -1.60 -0.49  0.20
C -0.80 0.60 -0.70  -0.27
H 1.72 -0.50 -1.06  0.38
C -0.13 -0.67 -0.23  -0.11
H 0.95 0.74 1.31  0.49

No. 4
This record from the Open Molecules 2025 dataset describes a cluster of 4 separate species, C36H76N4O4 in total. The level of theory is ωB97M-V/def2-TZVPD.

Results
relative energy (zero: lowest compared OMol25 entry of this formula, charge and spin)	38.4	kJ/mol
orbital gap (alpha / beta)	6.7 / 2.8	eV
LUMO level (alpha / beta)	-2.59 / -6.48	eV
multiplicity	2
⟨S²⟩	0.754
total charge	+1

Each line ends with the Mulliken charge.
Atoms and positions in Å:
H -1.92 -2.27 -7.52  0.50
H -3.72 -4.13 0.46  0.58
H -2.15 0.39 -6.90  0.44
H -3.02 1.85 2.87  0.42
C 2.50 5.58 5.30  -1.26
H -1.21 -0.54 -2.29  0.11
C -1.00 -0.78 2.51  -1.85
H 2.29 -3.02 -3.43  0.53
C 3.83 6.17 4.59  1.37
H -2.96 -2.92 -0.42  0.25
H 1.00 -0.88 -2.61  0.44
C 1.06 -1.70 -4.57  2.45
C 1.81 -3.00 -4.41  -2.43
H -0.55 -0.13 -7.47  0.40
C -1.17 0.04 -6.58  -1.53
H -2.23 -3.17 -6.20  0.38
H 0.12 6.78 3.22  0.51
H 2.23 5.88 0.75  0.30
C 0.52 0.23 0.79  -0.80
H -0.88 3.45 2.59  0.31
C -1.21 -4.73 -0.25  -0.41
H 2.31 4.57 4.93  0.49
H 0.16 -6.11 -1.11  0.38
O 0.47 -2.55 -6.75  -0.33
C -3.51 -3.85 -0.57  -1.92
C 1.11 6.41 3.47  -0.25
H -3.29 -1.66 -6.55  0.41
C 1.97 -0.54 -4.94  -1.78
C -0.65 2.34 0.21  -1.39
H 5.06 6.24 1.87  0.34
H -0.37 -1.78 0.67  0.06
H -2.95 0.79 1.45  0.28
H -2.30 -3.76 -2.79  -0.07
C -1.08 -7.21 0.35  -1.25
H 2.03 -0.54 -6.02  0.36
N 3.59 6.38 3.12  0.44
H -1.12 -4.94 -2.67  0.18
H -1.49 -4.30 0.70  0.39
H -0.21 2.73 -0.71  0.42
H 4.79 4.48 5.71  0.38
H 3.87 8.24 5.47  0.32
C -1.34 0.63 3.05  1.87
H -0.24 0.71 4.83  0.48
H 2.61 5.70 6.37  0.46
H -0.58 0.37 -3.72  0.39
H 2.38 8.81 4.12  0.28
H 5.77 5.39 4.70  0.50
O 4.71 6.88 2.50  -0.54
H -1.43 -7.02 1.37  0.40
H 1.34 7.31 5.30  0.30
N -0.31 1.62 2.58  0.32
C -3.11 -8.48 0.41  -1.88
H -2.49 -0.29 -4.36  0.41
H 0.15 -2.39 -2.68  -0.03
H 1.04 7.27 0.99  0.39
H -4.41 -3.82 -1.18  0.38
N 0.03 -2.05 -5.62  0.88
C -2.20 -4.82 -2.59  -1.16
H 2.84 7.43 0.58  0.43
H -4.90 -6.38 -0.33  0.34
H -1.03 -8.89 -1.66  0.39
H 2.57 -3.27 -5.14  0.50
H -2.38 -2.07 -4.08  0.36
C -0.35 -5.96 -0.16  -1.14
C 4.51 7.37 5.30  -1.67
C -1.29 0.57 4.57  -1.84
H 2.21 2.36 0.36  0.37
H 0.80 -3.38 -6.40  0.44
C 2.42 8.50 3.08  -1.84
C 1.66 2.38 1.30  -1.87
H 2.25 2.03 2.15  0.52
H -1.12 3.16 0.74  0.21
C 4.78 4.95 4.73  -1.81
H -1.85 -1.46 2.65  0.53
C -1.77 -8.13 -1.91  -1.54
H -0.73 -3.90 -0.78  -0.18
H -1.56 -0.45 4.86  0.38
C -2.30 -2.13 -6.51  -1.82
H 4.90 4.23 3.92  0.30
H 1.54 0.36 -4.50  0.33
H -1.63 1.44 5.12  0.35
H -2.44 -8.61 -2.61  0.37
C -2.54 -4.97 -1.03  1.78
H 1.03 5.40 3.07  -0.50
C 0.41 -1.52 -3.27  -1.12
H 4.89 7.14 6.29  0.43
H -0.60 0.67 -5.91  0.36
H 1.43 -0.08 1.31  0.42
H 0.36 5.77 5.34  0.48
N -3.12 -6.32 -0.75  0.64
H -1.49 1.68 -0.04  0.31
H -1.24 -7.37 -2.49  0.31
C -2.34 -7.52 -0.58  0.99
C -0.85 -0.61 -3.32  -0.34
C 0.27 1.66 1.26  1.49
H -0.17 -1.16 3.11  0.43
H -2.73 -5.49 -3.27  0.34
H -1.46 -0.34 0.44  -0.03
H 2.96 -0.75 -4.54  0.47
C 1.19 6.31 4.88  -0.93
H 1.60 9.10 2.68  0.44
H -3.41 0.15 3.03  0.48
O -4.42 -6.60 -1.13  -0.50
H -2.64 -9.46 0.36  0.39
H 1.18 -3.88 -4.35  0.50
H 0.61 0.05 -0.28  -0.24
C 2.30 7.05 2.67  1.69
H -3.35 -8.11 1.40  0.36
H -4.10 -8.57 -0.05  0.52
C 2.06 6.89 1.11  -1.77
C -1.24 -1.30 -5.77  0.78
H 1.57 3.46 1.45  0.24
H -0.48 -8.11 0.48  0.58
C -0.64 -0.78 1.01  0.33
H 3.32 8.97 2.68  0.38
H 5.34 7.75 4.69  0.39
H 0.53 -5.72 0.44  0.46
O -0.44 2.87 3.21  -0.31
C -1.84 -1.16 -4.33  -1.08
C -2.75 0.85 2.52  -1.89

No. 5
This record from the Open Molecules 2025 dataset describes a cluster of 5 separate species, C23H49BO11S4 in total. The level of theory is ωB97M-V/def2-TZVPD.

Results
orbital gap	10.0	eV
LUMO level	0.40	eV
SMILES	CC(C)C[C@H](C)COB(O)O.O=S1(=O)CCCC1.O=S1(=O)CCCC1.O=S1(=O)CCCC1.O=S1(=O)CCCC1

Each line ends with the Mulliken charge.
Atoms and positions in Å:
H 1.42 -3.47 -2.01  0.43
H -0.12 1.65 -0.95  0.23
H 0.68 -4.93 -7.05  0.39
H 3.26 -3.84 0.36  0.25
H 4.57 1.18 1.95  0.35
H -0.31 0.39 -2.15  0.46
C -3.86 3.88 5.57  -0.58
C -5.53 3.55 3.78  -0.55
H -2.95 -5.95 -7.70  0.28
H -3.80 4.12 6.63  0.35
H -0.04 6.67 2.69  0.24
H 1.71 6.84 2.75  0.37
H -3.57 -3.87 -6.72  0.39
H -2.87 -4.30 -5.14  0.20
H 0.12 2.86 2.62  0.21
C -5.14 3.12 5.20  -0.62
H -0.17 -0.89 1.96  0.43
C 0.29 -0.29 1.17  -0.30
C -0.61 -0.24 -0.06  0.90
C 0.07 0.60 -1.15  -1.39
H 5.98 0.30 2.53  0.30
H 1.25 -0.74 0.93  -0.47
H -1.50 0.32 0.24  0.46
C 6.51 -0.94 0.11  -0.80
O 2.74 -4.40 0.95  -0.54
C 0.96 4.82 3.17  -0.75
H -3.17 -6.51 -6.05  0.35
H -1.06 4.20 2.67  0.10
O -2.82 5.41 3.69  -0.57
C 0.96 5.89 0.94  -0.82
H 0.45 0.72 1.53  -0.10
H 5.13 0.65 -0.39  0.27
H -4.83 3.12 3.05  0.29
O -1.01 4.35 0.02  -0.74
S 5.26 -2.10 0.65  1.13
C 4.41 -0.98 1.78  0.45
C 5.89 0.43 0.37  -0.53
O -1.45 -2.61 -7.71  -0.71
H -5.36 5.49 2.76  0.41
H -2.96 3.34 5.26  0.30
H 1.98 5.85 0.57  0.34
H -0.66 -4.15 -2.81  0.48
C -1.24 -3.39 -2.28  -2.00
H -4.98 2.04 5.27  0.33
C -1.10 -1.64 -0.51  -1.69
C 0.90 6.17 2.44  -0.56
B 1.42 -3.96 0.91  0.92
H 7.39 -1.11 0.72  0.35
H 1.15 0.46 -1.11  0.19
H 0.38 6.60 0.35  0.37
H 1.97 4.41 3.09  0.31
O 4.37 -2.39 -0.46  -0.67
C -2.59 -5.84 -6.67  -0.65
H -6.53 3.21 3.51  0.35
H -1.88 -2.92 -3.02  0.43
O -0.56 -3.15 -5.43  -0.51
H 1.57 -3.40 2.72  0.28
C -0.38 -5.00 -7.29  -0.72
O 5.87 -3.17 1.39  -0.70
C -2.75 -4.39 -6.22  -0.49
C 5.22 0.33 1.75  -0.77
C -1.09 -6.17 -6.62  -0.54
H 3.40 -0.84 1.40  -0.61
H -0.52 -5.01 -8.37  0.36
C -0.33 -2.32 -1.64  1.23
H 6.64 1.21 0.34  0.37
O 0.64 -4.04 -0.22  -0.44
H -0.77 -6.26 -5.58  0.29
H 1.62 -2.25 -0.73  -0.04
S -1.21 -3.55 -6.65  1.04
H -2.16 -1.60 -0.76  0.41
H -0.07 -1.63 -2.44  0.37
H -5.94 3.38 5.89  0.30
C -0.03 3.92 2.44  -0.11
S -3.90 5.41 4.64  1.01
H 6.73 -1.13 -0.94  0.42
O -4.09 6.53 5.53  -0.70
O 0.87 -3.44 2.05  -0.57
S 0.25 4.25 0.71  1.33
H -1.89 -3.85 -1.54  0.34
H 0.71 4.92 4.22  0.39
H -1.02 -2.31 0.35  0.29
O 1.29 3.38 0.23  -0.62
H 4.38 -1.44 2.76  0.46
C 0.94 -3.00 -1.16  -0.62
C -5.42 5.07 3.76  -0.72
H -6.23 5.53 4.31  0.36
H -0.86 -7.11 -7.12  0.34

No. 6
This record from the Open Molecules 2025 dataset describes a structure of composition C35H53As2N2O6ReSi. The level of theory is ωB97M-V/def2-TZVPD.

Results
orbital gap (alpha / beta)	4.8 / 5.2	eV
LUMO level (alpha / beta)	-11.90 / -11.53	eV
multiplicity	2
⟨S²⟩	0.761
total charge	+3

Each line ends with the Mulliken charge.
Atoms and positions in Å:
H 3.03 -3.08 -3.61  0.35
H 2.00 -3.75 -0.05  0.72
H -4.40 -0.16 6.95  0.35
H -0.13 3.13 -1.00  0.30
Si 1.13 -0.18 -2.29  -4.18
H 5.06 1.62 -0.43  0.60
As -1.73 -1.52 1.13  1.07
C -2.37 0.52 5.26  -1.28
H 2.71 0.52 -4.71  0.14
H -0.39 -1.05 7.51  0.51
H -6.58 -0.21 1.64  0.50
C 3.07 1.22 0.27  0.10
C 0.82 2.51 -4.38  -1.12
H 4.56 0.84 3.76  0.59
N 0.66 0.08 3.19  0.14
H 1.85 3.96 -2.29  0.31
C -0.94 -2.62 -4.09  -1.75
C 2.04 2.17 -3.51  1.22
O 1.60 1.37 -2.42  0.33
O -4.00 0.22 7.75  -0.44
H 0.47 1.59 -4.83  -0.03
C -0.58 -0.84 -5.78  -1.69
O 0.36 -0.66 -3.62  0.24
H 2.18 0.49 4.57  0.81
C 5.01 1.25 1.69  -0.82
H -3.09 -3.08 2.58  0.49
H -0.60 0.23 -6.00  0.38
C 0.13 -0.69 5.46  -0.35
C -4.08 2.01 1.13  -0.82
H 2.79 -4.38 -2.43  0.53
C -1.14 2.76 -0.84  -0.88
H 0.38 -1.23 -6.10  0.37
C 4.19 -2.43 -1.15  -1.68
H 3.48 3.26 -2.32  0.33
C 4.44 1.39 0.43  -0.96
C 3.11 1.45 -4.32  -1.45
H 1.96 -2.05 0.43  0.05
H -2.01 0.66 -4.03  0.28
H -1.77 4.03 2.06  0.51
H -0.90 2.94 3.17  0.32
C -3.22 -0.25 1.18  0.58
C -2.04 -0.39 -3.76  -1.23
H -1.87 -2.97 -4.52  0.58
C 4.18 0.94 2.75  -0.87
H 3.43 2.08 -5.14  0.56
H -1.87 -2.27 3.58  0.21
H -1.87 0.88 3.22  0.31
C -5.58 0.16 1.47  -0.94
H -6.19 2.21 1.44  0.48
O 2.46 -1.07 -2.02  -0.71
H -1.41 -3.62 2.52  0.48
H 1.42 -3.41 -2.97  0.14
H -2.93 -0.83 -4.18  0.53
H -3.91 3.07 1.02  0.38
H -3.23 -3.16 -0.04  0.65
Re 0.37 -0.07 1.09  0.55
O -2.06 0.65 8.73  -0.47
H -0.01 3.82 1.90  0.44
H -0.92 -2.85 -3.03  0.27
H 1.10 3.21 -5.16  0.59
H 4.40 -1.67 -0.40  0.25
C 2.72 -2.39 -1.59  1.58
C 2.47 -3.38 -2.73  -1.56
C -2.69 0.31 7.77  0.27
C -2.05 -2.74 2.62  -1.09
H -1.55 -3.51 -0.45  0.51
H 2.87 4.15 -3.72  0.50
H 0.76 -2.69 -0.74  -0.14
C -5.36 1.53 1.35  -0.89
H 3.97 1.22 -3.70  0.27
H 2.60 1.40 -0.69  0.54
C -0.95 3.31 2.15  -1.14
C -0.26 -0.09 4.26  -0.80
H -2.08 -0.45 -2.67  -0.02
H -1.85 3.59 -0.84  0.80
H 4.42 -3.41 -0.74  0.43
H -0.12 -3.13 -4.59  0.39
H 1.07 -1.22 5.54  0.74
C -3.01 1.12 1.06  0.01
C -1.54 0.46 4.16  0.57
As -1.19 1.85 0.86  1.24
H -2.40 -2.16 -1.25  0.22
C -4.52 -0.72 1.36  -1.03
C 1.88 0.39 3.53  0.64
H -1.36 -1.32 -6.37  0.46
C 1.80 -2.75 -0.41  -1.08
C -0.80 -1.10 -4.29  1.78
H -4.69 -1.79 1.43  0.35
C 2.59 3.47 -2.91  -1.68
N 2.28 0.85 1.27  0.17
C -0.70 -0.62 6.56  -1.03
C -2.28 -2.71 -0.32  -1.10
O 0.29 -0.17 -0.90  4.36
C -1.93 0.03 6.48  0.42
H 4.84 -2.25 -2.00  0.40
H -3.33 1.01 5.18  0.58
H 6.07 1.39 1.84  0.52
C 2.82 0.73 2.51  -0.38
H 0.03 2.95 -3.79  0.24
H -1.40 2.05 -1.63  0.07